(1)
{
  "formula": "C50H38Cl3N2O3P2SSiTi",
  "method": "ωB97M-V with the def2-TZVPD basis set",
  "species": ["Ti", "Cl", "Cl", "Cl", "S", "P", "P", "Si", "O", "O", "O", "N", "N", "C", "C", "C", "C", "C", "C", "C", "C", "C", "C", "C", "C", "C", "C", "C", "C", "C", "C", "C", "C", "C", "C", "C", "C", "C", "C", "C", "C", "C", "C", "C", "C", "C", "C", "C", "C", "C", "C", "C", "C", "C", "C", "C", "C", "C", "C", "C", "C", "C", "C", "H", "H", "H", "H", "H", "H", "H", "H", "H", "H", "H", "H", "H", "H", "H", "H", "H", "H", "H", "H", "H", "H", "H", "H", "H", "H", "H", "H", "H", "H", "H", "H", "H", "H", "H", "H", "H", "H"],
  "coordinates": [[-0.61690, 0.45418, 0.49147], [-4.67362, 1.45823, -0.29198], [-3.33985, 2.93041, 2.29631], [-2.88864, 4.12261, -0.72677], [2.64430, 0.26023, -0.62263], [0.74581, 2.76142, 0.24854], [1.25477, -2.48409, -1.03935], [-2.79879, 2.24646, 0.34813], [-0.70536, -0.05267, -1.51866], [-0.99542, 0.30429, 2.42205], [3.85933, -0.57317, -0.88939], [-2.24524, -0.92777, 0.27484], [-2.66213, -1.16058, -1.03705], [-2.99891, -1.42684, 1.18270], [-0.87845, 5.97393, 2.26567], [-2.78678, -1.26900, 2.61375], [4.70701, 1.73781, 0.36115], [0.13381, 3.92838, 1.50751], [-0.34353, -3.29057, -1.43304], [-0.22586, 4.30093, 3.86200], [-0.06904, 2.98956, -2.38362], [4.34756, -4.75597, 0.38670], [1.71328, -0.76403, 3.23594], [1.26755, 5.37452, -2.87900], [2.55035, 2.81958, 0.57278], [5.31469, 2.82684, 0.97149], [-1.08526, -0.48616, -4.22908], [-1.72200, -4.00721, -3.29453], [3.33430, 1.73435, 0.18014], [-0.13570, 3.57610, -3.64059], [0.21426, 3.49089, 2.83062], [1.34386, 4.78566, -1.62791], [1.01673, -1.95930, 3.05078], [-1.32447, -0.60371, -5.59219], [2.23987, -3.95267, -0.48467], [4.54735, 3.89803, 1.40224], [0.52441, 4.76910, -3.88635], [-3.60735, -1.20418, -5.13327], [-1.75672, -0.28127, 4.56172], [-1.80454, -0.63427, -1.86198], [1.77336, -5.26311, -0.50388], [-2.64874, -4.53921, -2.41355], [-2.10380, -0.73850, -3.31614], [2.58321, -6.31024, -0.07548], [-0.77203, 5.54660, 3.57956], [-0.42610, 5.16853, 1.22862], [3.17282, 3.89118, 1.20577], [-2.42827, -4.44622, -1.04558], [-3.52305, -1.90271, 4.84304], [-2.57988, -1.02207, 5.37883], [3.54631, -3.71250, -0.04617], [0.66257, 3.59735, -1.36812], [-2.58524, -0.96469, -6.04547], [-1.28747, -3.82973, -0.55980], [3.86856, -6.06160, 0.37718], [-0.58110, -3.38654, -2.80374], [1.82740, -0.46293, 0.83785], [-3.37051, -1.09231, -3.77315], [1.13045, -1.67681, 0.63123], [-1.81491, -0.38351, 3.15497], [2.12727, -0.03616, 2.14715], [-3.61721, -2.00031, 3.46931], [0.75136, -2.40279, 1.77809], [0.30212, -3.37807, 1.65770], [0.69704, -2.54335, 3.90410], [-1.03327, 0.41064, 4.97784], [-3.55114, -5.00740, -2.78867], [-0.54416, 5.49363, 0.20472], [1.79215, 6.30261, -3.07173], [2.57112, 4.71923, 1.56041], [-0.17498, 3.94681, 4.88429], [-1.14005, 6.17156, 4.38391], [-0.57942, 2.05329, -2.19516], [5.27294, 0.87638, 0.03058], [0.58828, 2.49531, 3.04812], [-1.16799, -3.73690, 0.50909], [-0.10877, -0.20983, -3.85054], [0.12786, -2.94250, -3.49440], [1.94007, 5.25217, -0.85237], [1.93433, -0.41087, 4.23549], [5.01604, 4.74260, 1.89292], [-3.87225, -1.99532, 0.86293], [-4.17252, -2.47983, 5.48780], [2.70012, 0.86715, 2.30071], [0.46604, 5.22972, -4.86542], [-1.33464, 6.92975, 2.03999], [5.35502, -4.55075, 0.72928], [-3.16128, -4.83612, -0.34973], [-2.49751, -0.91158, 6.45457], [-0.71246, 3.09743, -4.42251], [-4.35608, -2.65711, 3.02046], [6.38771, 2.83012, 1.11961], [-2.77426, -1.05301, -7.10894], [-0.52742, -0.41362, -6.30085], [3.93142, -2.69940, -0.05624], [-1.89488, -4.04831, -4.36278], [0.77086, -5.47835, -0.85142], [-4.14892, -1.27308, -3.04401], [4.49509, -6.87708, 0.71724], [2.19880, -7.32327, -0.09386], [-4.59468, -1.47445, -5.48813]],
  "lowdin_charge": [0.546, 0.098, 0.138, 0.117, 0.948, 1.059, 1.135, -0.446, -0.224, -0.229, -0.535, -0.096, 0.090, -0.094, -0.081, -0.134, -0.069, -0.396, -0.385, -0.087, -0.103, -0.089, -0.066, -0.085, -0.346, -0.072, -0.042, -0.083, -0.384, -0.067, -0.112, -0.091, -0.063, -0.087, -0.338, -0.074, -0.086, -0.090, -0.026, -0.496, -0.086, -0.083, -0.152, -0.097, -0.094, -0.128, -0.081, -0.084, -0.118, -0.105, -0.089, -0.349, -0.106, -0.110, -0.108, -0.121, -0.432, -0.029, -0.378, -0.369, -0.085, -0.060, -0.079, 0.098, 0.114, 0.109, 0.099, 0.075, 0.098, 0.106, 0.103, 0.099, 0.073, 0.102, 0.100, 0.085, 0.117, 0.097, 0.101, 0.112, 0.102, 0.128, 0.087, 0.106, 0.099, 0.104, 0.098, 0.102, 0.094, 0.106, 0.105, 0.102, 0.093, 0.097, 0.082, 0.105, 0.093, 0.112, 0.093, 0.096, 0.096],
  "energy_ha": -5864.129829,
  "relative_energy_ev": 0.424,
  "s2": 2.013,
  "e_homo_ev": [-3.59, -4.86],
  "total_charge": -1,
  "homo_lumo_gap_ev": [5.883, 7.104],
  "multiplicity": 3
}


(2)
{
  "formula": "C4H10NOP",
  "method": "ωB97M-V with the def2-TZVPD basis set",
  "species": ["P", "O", "N", "C", "C", "C", "C", "H", "H", "H", "H", "H", "H", "H", "H", "H", "H"],
  "coordinates": [[2.22486, -1.18412, 0.27987], [0.35043, 2.37754, 0.09923], [-1.42082, 0.86681, -0.27788], [-0.24348, 1.35675, -0.07715], [-2.62480, 1.57106, 0.10600], [-1.64984, -0.54915, -0.48327], [3.29134, -1.25032, -1.33632], [-2.52532, -0.57463, -1.17503], [3.99601, -1.94450, -1.13577], [3.75458, -0.30653, -1.33265], [-2.27347, 2.50353, 0.58649], [-3.28273, 2.02816, -0.71106], [2.57690, -1.43901, -2.23539], [-0.83238, -0.98036, -1.11954], [-1.67043, -1.21564, 0.45414], [2.08747, -2.60141, 0.28757], [-3.32722, 0.87751, 0.62198]],
  "nbo_charge": [0.281, -0.540, -0.491, 0.639, -0.443, -0.415, -0.893, 0.209, 0.213, 0.217, 0.228, 0.202, 0.230, 0.226, 0.213, -0.087, 0.212],
  "energy_ha": -629.599691,
  "relative_energy_ev": 4.688,
  "e_homo_ev": [-8.12, -7.15],
  "homo_lumo_gap_ev": [8.731, 6.530]
}


(3)
{
  "formula": "C30H23F5MnN4O4S",
  "method": "ωB97M-V with the def2-TZVPD basis set",
  "species": ["Mn", "S", "F", "F", "F", "F", "F", "O", "O", "O", "O", "N", "N", "N", "N", "C", "C", "C", "C", "C", "C", "C", "C", "C", "C", "C", "C", "C", "C", "C", "C", "C", "C", "C", "C", "C", "C", "C", "C", "C", "C", "C", "C", "C", "C", "H", "H", "H", "H", "H", "H", "H", "H", "H", "H", "H", "H", "H", "H", "H", "H", "H", "H", "H", "H", "H", "H", "H"],
  "coordinates": [[-0.33376, -0.61782, -0.05995], [2.27411, -1.07748, -2.08469], [2.05289, -2.46919, 1.16304], [2.64477, 2.44945, 3.37048], [0.85256, 2.11061, 1.44087], [4.18406, 0.35382, 4.20611], [3.86070, -2.08661, 3.06064], [-0.92059, 0.83183, -1.40127], [-0.85898, -2.12473, 1.34370], [2.54471, -1.92873, -3.21406], [3.20342, -1.02979, -1.00437], [-1.50064, 0.32760, 1.26500], [-1.66524, -0.33540, 2.52385], [-1.37314, -1.89699, -1.50455], [0.82125, -1.45834, -1.46231], [1.32228, -0.20607, 1.22831], [2.13965, -1.22711, 1.66845], [-0.32312, -2.08911, -3.65136], [-2.59550, 2.13196, 2.44685], [-0.27822, -1.82728, -2.26626], [2.17102, 2.91682, -2.21351], [-1.29925, -1.57263, 2.39959], [-1.15727, -3.79474, 3.50626], [2.19838, 1.61184, -1.76491], [2.02822, 2.15646, -4.47987], [3.09012, -1.06189, 2.65790], [-2.54269, -2.18295, -2.06437], [2.14114, 0.57093, -2.68937], [-1.49641, 1.94605, -1.18421], [2.06552, 4.64134, -4.04354], [1.54349, 1.00367, 1.82993], [-1.25332, -4.63368, 4.61505], [2.05492, 0.83372, -4.04517], [-1.54311, -2.39773, -4.19647], [2.48101, 1.23073, 2.82299], [-1.98109, 1.52351, 1.21392], [-1.98630, 2.34062, 0.03794], [-1.76031, -1.91839, 4.86905], [2.09002, 3.20872, -3.57686], [3.26127, 0.17816, 3.24547], [-1.85394, -2.74963, 5.97727], [-1.41676, -2.44044, 3.62946], [-2.69406, -2.44627, -3.40347], [-1.67557, 2.83852, -2.38948], [-1.60291, -4.11167, 5.85124], [-1.32580, 3.85168, -2.17989], [-2.73286, 2.89820, -2.65562], [2.26889, 1.38961, -0.70816], [-1.94869, -0.85487, 4.94715], [-1.11657, 2.42931, -3.22815], [-1.67312, -4.76045, 6.71678], [0.57304, -2.06607, -4.24260], [2.04017, 0.01455, -4.75174], [-3.38670, -2.21608, -1.38260], [-1.86613, 2.12668, 3.25738], [-3.66507, -2.68911, -3.80907], [1.24369, 5.18875, -3.57839], [-2.43915, 3.31969, 0.11661], [-3.44171, 1.54058, 2.79476], [2.99017, 5.15912, -3.77851], [-2.91591, 3.15284, 2.24156], [-1.04806, -5.69276, 4.51000], [1.97031, 2.36934, -5.54215], [-1.60941, -2.60756, -5.25826], [-2.11898, -2.33427, 6.94218], [-0.86977, -4.17196, 2.53300], [1.94242, 4.70507, -5.12527], [2.21589, 3.72601, -1.49235]],
  "nbo_charge": [1.487, 2.354, -0.316, -0.309, -0.340, -0.305, -0.304, -0.779, -0.780, -0.973, -0.936, -0.422, -0.459, -0.529, -0.956, -0.437, 0.404, -0.289, -0.654, 0.413, -0.210, 0.534, -0.194, -0.180, -0.233, 0.236, 0.085, -0.280, 0.503, -0.627, 0.351, -0.226, -0.190, -0.141, 0.227, 0.345, -0.494, -0.192, -0.008, 0.271, -0.231, -0.019, -0.306, -0.676, -0.226, 0.214, 0.217, 0.242, 0.229, 0.228, 0.199, 0.250, 0.231, 0.199, 0.240, 0.214, 0.218, 0.201, 0.234, 0.216, 0.200, 0.202, 0.203, 0.207, 0.201, 0.239, 0.208, 0.213],
  "energy_ha": -3725.616016,
  "s2": 6.078,
  "e_homo_ev": [-4.52, -4.74],
  "total_charge": -1,
  "homo_lumo_gap_ev": [6.846, 7.260],
  "multiplicity": 5
}


(4)
{
  "formula": "C34H42BaN4P2",
  "method": "ωB97M-V with the def2-TZVPD basis set",
  "species": ["Ba", "P", "P", "N", "N", "N", "N", "C", "C", "C", "C", "C", "C", "C", "C", "C", "C", "C", "C", "C", "C", "C", "C", "C", "C", "C", "C", "C", "C", "C", "C", "C", "C", "C", "C", "C", "C", "C", "C", "C", "C", "H", "H", "H", "H", "H", "H", "H", "H", "H", "H", "H", "H", "H", "H", "H", "H", "H", "H", "H", "H", "H", "H", "H", "H", "H", "H", "H", "H", "H", "H", "H", "H", "H", "H", "H", "H", "H", "H", "H", "H", "H", "H"],
  "coordinates": [[-0.30392, -1.96658, 4.61109], [1.38443, -1.28589, -2.30184], [-2.31337, -0.45034, -2.29943], [-3.78404, -1.06325, -3.14273], [2.64710, -0.06002, -2.59259], [2.07149, -2.51932, -3.49128], [-2.40705, 1.35236, -2.88409], [-4.49697, -0.45841, -4.18440], [1.22346, 3.33386, 1.97798], [2.64669, -3.61644, -5.40051], [-0.43502, 0.11231, 6.58827], [1.75023, 0.90798, 1.41645], [2.76100, -4.53397, -4.29909], [4.70255, 0.92979, -2.47657], [0.00995, -2.01646, 8.33270], [1.89148, 1.99732, 2.20779], [2.41036, -3.83020, -3.14629], [-1.26732, 2.69002, 2.68373], [2.25303, -2.39214, -4.87186], [0.39131, 0.29632, 1.10040], [-4.25249, -2.39300, -3.06716], [2.47164, -1.80562, 4.64135], [4.17069, 1.11449, -3.80377], [-5.35192, -2.54652, -3.90151], [-2.46299, 2.49677, -2.06265], [-2.03189, 3.20518, -4.18515], [-1.57476, 1.96980, 1.59217], [1.01082, -1.04396, 8.17137], [-2.14605, 1.81459, -4.18476], [-0.47081, 0.58936, 5.23823], [-5.50770, -1.31204, -4.61827], [2.91161, 0.53703, -3.83102], [0.22105, -0.50119, -3.48731], [-0.09164, 3.62771, 2.78342], [3.74890, 0.20542, -1.75468], [-2.14755, 3.63368, -2.81482], [-1.54100, -0.66001, 7.10004], [-0.65425, 1.34057, 0.62019], [0.80276, 0.00541, 7.28520], [-1.16322, -1.15987, -3.57484], [-1.29724, -1.78243, 7.88431], [3.73468, -0.10929, -0.71637], [2.63484, -2.88017, 4.40742], [2.41987, -1.59342, 5.72891], [0.14807, 0.56929, -3.22885], [-1.59788, -0.98978, -4.57938], [-2.55832, -0.39743, 6.79348], [-0.02982, -0.32115, 1.94001], [1.58385, 0.73554, 7.03558], [-2.07158, 3.00435, 3.37064], [-1.91897, 3.82737, -5.07759], [-2.10401, -2.48163, 8.17045], [-3.76254, -3.09253, -2.40391], [2.61367, 0.30874, 1.07759], [1.94956, -1.10408, 8.74963], [2.82571, -3.82251, -6.44966], [-4.22413, 0.52943, -4.51297], [2.35201, -4.14863, -2.11553], [0.62412, -0.58011, -4.50327], [-2.10201, 1.13445, -5.03043], [3.07423, -5.56792, -4.34999], [4.65940, 1.56416, -4.66105], [-2.80549, 2.44957, -1.02590], [-1.46302, 0.66925, 4.75498], [0.35255, 1.18090, 4.84079], [2.54917, 1.94582, 3.09851], [0.12079, 3.74267, 3.85907], [1.01924, 3.57107, 0.91084], [5.65898, 1.26927, -2.09357], [-0.06466, 2.04699, 0.02117], [0.54031, -0.45521, 0.28099], [-1.33160, 0.84106, -0.09106], [3.29075, -1.21259, 4.20616], [1.93840, 4.10700, 2.31332], [2.16941, 0.57278, -4.62287], [-1.11736, -2.25506, -3.40583], [0.24588, -2.96006, 8.83150], [2.07712, -1.45709, -5.37425], [-5.97284, -3.43365, -4.00478], [-0.32487, 4.65579, 2.44281], [-2.02122, 4.64555, -2.44118], [-6.25959, -1.07537, -5.36504], [-2.63203, 1.80431, 1.36154]],
  "lowdin_charge": [1.624, 1.125, 1.133, -0.284, -0.266, -0.239, -0.219, -0.148, -0.189, -0.089, -0.484, -0.107, -0.100, -0.083, -0.158, -0.095, -0.162, -0.115, -0.154, -0.185, -0.164, -0.400, -0.083, -0.103, -0.151, -0.088, -0.120, -0.108, -0.193, -0.311, -0.094, -0.170, -0.445, -0.195, -0.133, -0.086, -0.189, -0.233, -0.097, -0.405, -0.175, 0.084, -0.105, -0.106, 0.079, 0.084, 0.102, 0.076, 0.121, 0.107, 0.098, 0.108, 0.094, 0.081, 0.116, 0.092, 0.081, 0.091, 0.046, 0.101, 0.087, 0.094, 0.095, 0.024, 0.033, 0.116, 0.102, 0.110, 0.091, 0.109, 0.046, 0.022, -0.086, 0.110, 0.091, 0.084, 0.091, 0.080, 0.093, 0.115, 0.093, 0.092, 0.096],
  "energy_ha": -2247.705120,
  "relative_energy_ev": 0.000,
  "e_homo_ev": -6.34,
  "homo_lumo_gap_ev": 5.537
}